Run w
Computed, not measured: a 2-piece molecular cluster, O2 overall, with ωB97M-V/def2-TZVPD.

Computed properties:
gap between HOMO and LUMO = 7.36 eV
highest occupied orbital energy = -12.91 eV

Last column: Löwdin charge in e.
Element x y z (Å)
O1 0.000 0.000 0.923  0.000
O2 0.000 0.000 -0.923  0.000

---

Run x
Computed, not measured: an isolated molecule of O2, with ωB97M-V/def2-TZVPD.

Computed properties:
gap between HOMO and LUMO = 7.55 eV
highest occupied orbital energy = -12.39 eV
structure (SMILES) = O=O

Last column: Löwdin charge in e.
Element x y z (Å)
O1 0.000 0.000 0.819  0.000
O2 0.000 0.000 -0.819  0.000

---

Energy above the most stable structure, in kcal/mol: run w 46.7; run x 0.0